1.
The molecule C4H8OS in a non-equilibrium geometry, computed with the ωB97M-V functional and the def2-TZVPD basis.

The geometry in XYZ format:
```
14
Properties=species:S:1:pos:R:3:forces:R:3:nbo_charge:R:1
C 0.09658 -0.83647 0.65038 1.982 2.335 -0.065 -0.22
C -1.01557 -1.52023 -0.00565 -0.515 -1.371 0.356 -0.70
C -0.15792 1.61167 -0.97714 -3.328 0.893 3.767 -0.63
C 0.68926 0.81205 -0.00182 0.986 -4.700 -1.232 -0.36
O 2.06602 -0.69779 2.23412 -0.172 -1.135 0.335 -0.94
S 0.97402 -1.63920 1.82127 -0.223 3.208 -1.577 1.07
H -0.70329 -2.07195 -0.88748 0.174 0.053 -0.313 0.23
H -1.80376 -0.86678 -0.30271 -0.572 0.653 -0.169 0.23
H -1.45271 -2.28065 0.67215 0.127 0.315 -0.291 0.23
H -0.09691 1.30467 -1.94108 0.088 -0.981 -2.898 0.21
H 0.05676 2.68678 -0.91287 0.513 -0.347 -0.041 0.23
H -1.32475 1.65482 -0.65689 2.521 -0.520 -0.720 0.20
H 1.69954 0.42045 -0.47347 -2.016 0.921 0.772 0.23
H 0.97274 1.42264 0.78120 0.436 0.677 2.077 0.22
```
Forces are in eV/Å.

Output
- F_max (eV/Å) = 5.11
- HOMO level (eV) = -8.7
- E_tot (eV) = -17157.5223
- spin multiplicity = 1
- total charge = 0
- energy relative to the best compared isomer or geometry (same formula, charge and spin) (kcal per mole) = 67.5

2.
The molecule C4H8OS in a non-equilibrium geometry, computed with the ωB97M-V functional and the def2-TZVPD basis.

The geometry in XYZ format:
```
14
Properties=species:S:1:pos:R:3:forces:R:3:nbo_charge:R:1
C -1.40466 1.55154 -0.56916 -0.392 0.084 -0.057 -0.38
C -0.74700 0.66883 0.16507 0.189 -0.752 -0.034 -0.02
C -1.38321 -0.65698 0.51358 0.907 0.186 1.865 -0.10
O -1.07026 -1.74378 -0.34637 -0.417 0.346 0.031 -0.72
C 0.70061 0.85785 0.67757 -1.587 0.973 -0.636 -0.57
S 1.82959 -0.24964 -0.17804 0.548 -0.670 0.535 -0.03
H -0.82947 2.37976 -0.92067 -0.144 0.911 -0.165 0.19
H -2.48571 1.47844 -0.83997 1.203 -0.183 0.118 0.21
H -2.46597 -0.54397 0.62438 0.170 -0.271 -0.389 0.19
H -0.96790 -0.83116 1.54536 -0.610 -0.492 -0.541 0.15
H -0.11118 -1.85684 -0.35012 -0.025 0.111 0.041 0.48
H 1.04516 1.85943 0.43590 -0.141 0.224 0.105 0.22
H 0.69602 0.79484 1.77934 0.345 -0.519 -0.526 0.24
H 1.41319 0.13656 -1.37691 -0.047 0.054 -0.347 0.13
```
Forces are in eV/Å.

Output
- SMILES = C=C(CO)CS
- F_max (eV/Å) = 2.08
- HOMO level (eV) = -9.3
- E_tot (eV) = -17159.2213
- spin multiplicity = 1
- total charge = 0
- energy relative to the best compared isomer or geometry (same formula, charge and spin) (kcal per mole) = 28.3

3.
The molecule C4H8OS in a non-equilibrium geometry, computed with the ωB97M-V functional and the def2-TZVPD basis.

The geometry in XYZ format:
```
14
Properties=species:S:1:pos:R:3:forces:R:3:nbo_charge:R:1
C -1.68489 -0.24558 -0.13574 -3.480 0.237 2.412 -0.61
C -0.35644 0.06999 0.27043 0.007 -6.458 1.028 0.08
C 0.52748 -1.16780 -0.23497 1.683 -0.348 3.196 -0.52
S 2.26998 -0.41792 -0.07793 -1.912 1.023 -0.243 0.09
C 1.38553 1.27902 0.03164 1.316 3.154 -2.813 -0.20
O 0.03848 1.10754 -0.40681 2.836 3.225 1.043 -0.49
H -1.52511 -0.31962 -1.15781 -1.363 -0.189 -2.257 0.21
H -2.36838 0.55454 0.27428 0.388 -0.544 -1.192 0.21
H -2.04849 -1.14924 0.37569 0.177 -0.043 -0.664 0.21
H -0.32122 -0.11579 1.36008 0.783 1.685 0.161 0.17
H 0.43362 -1.54235 -1.26960 -0.479 0.129 0.734 0.22
H 0.45118 -1.94095 0.67278 0.142 1.079 -2.593 0.22
H 1.53225 1.73350 1.03785 -0.620 -0.697 -0.452 0.19
H 1.66601 2.15466 -0.73991 0.521 -2.252 1.641 0.21
```
Forces are in eV/Å.

Output
- SMILES = C[C@H]1CSCO1
- F_max (eV/Å) = 6.54
- HOMO level (eV) = -8.8
- E_tot (eV) = -17158.0213
- spin multiplicity = 1
- total charge = 0
- energy relative to the best compared isomer or geometry (same formula, charge and spin) (kcal per mole) = 56.0

4.
A cluster of 2 separate species, C4H8OS2 in total in a non-equilibrium geometry, computed with the ωB97M-V functional and the def2-TZVPD basis.

The geometry in XYZ format:
```
15
Properties=species:S:1:pos:R:3:forces:R:3:nbo_charge:R:1
C 2.26675 -0.03057 1.73328 0.296 1.382 0.906 -0.41
C 1.80686 -0.16938 0.52248 -1.283 1.113 -0.773 -0.33
S 1.13540 1.31192 -0.20466 1.783 -0.283 -2.191 -0.01
S 1.42555 -1.52758 -0.46709 -0.155 -1.120 -0.171 0.06
H 2.43781 -0.87415 2.33752 0.553 -0.765 0.847 0.21
H 2.38951 1.01176 2.10112 -0.055 -1.137 0.038 0.22
H 1.86630 1.06926 -1.42422 -1.209 0.716 1.434 0.14
H 1.34694 -2.48003 0.48439 0.215 0.125 -0.066 0.13
C -2.33193 1.36104 -1.10538 -1.881 -1.197 -1.692 -0.74
C -2.10448 1.05973 0.36784 0.195 0.589 -0.814 0.45
O -2.22016 -0.03610 0.84967 -0.018 0.492 0.099 -0.52
H -2.91663 0.49761 -1.63615 1.263 1.282 1.149 0.23
H -1.37586 1.47773 -1.62147 0.031 -0.120 0.219 0.25
H -2.92733 2.26629 -1.38870 0.522 -0.435 0.916 0.23
H -1.73432 1.96119 0.93492 -0.257 -0.643 0.099 0.10
```
Forces are in eV/Å.

Output
- SMILES = C=C(S)S.CC=O
- F_max (eV/Å) = 2.84
- HOMO level (eV) = -9.1
- E_tot (eV) = -27993.7330
- spin multiplicity = 1
- total charge = 0
- energy relative to the best compared isomer or geometry (same formula, charge and spin) (kcal per mole) = 45.4

5.
The molecule C4H8OS2 in a non-equilibrium geometry, computed with the ωB97M-V functional and the def2-TZVPD basis.

The geometry in XYZ format:
```
15
Properties=species:S:1:pos:R:3:forces:R:3:nbo_charge:R:1
S -0.86183 2.38056 0.82484 0.400 -0.920 0.004 -0.04
C 0.14717 0.84295 1.09532 -1.548 -0.016 0.700 -0.52
C -0.05859 -0.27819 0.10812 1.422 -0.075 -0.688 0.17
C 0.97136 -0.38751 -1.00392 0.207 0.607 -0.193 -0.52
S 1.13398 1.12933 -2.03444 0.372 -0.414 0.325 -0.04
C -0.62658 -1.52370 0.60833 1.017 -0.778 -0.400 -0.09
O -1.36781 -0.69137 -0.22115 -1.197 1.420 -0.212 -0.48
H -1.92282 1.65147 0.46223 -0.224 0.152 0.002 0.14
H 1.16911 1.13295 1.12119 0.878 0.303 -0.129 0.23
H -0.09338 0.40977 2.08038 0.025 0.584 -0.193 0.21
H 1.97373 -0.56806 -0.60493 -0.103 0.305 0.274 0.23
H 0.82246 -1.23608 -1.65145 -0.552 -0.280 -0.196 0.23
H -0.10852 1.11303 -2.49808 -0.354 0.016 -0.100 0.13
H -0.33804 -2.40213 0.05534 0.147 -0.645 0.499 0.18
H -0.84022 -1.57302 1.65825 -0.492 -0.257 0.307 0.18
```
Forces are in eV/Å.

Output
- SMILES = SCC1(CS)CO1
- F_max (eV/Å) = 1.87
- HOMO level (eV) = -8.7
- E_tot (eV) = -27994.1575
- spin multiplicity = 1
- total charge = 0
- energy relative to the best compared isomer or geometry (same formula, charge and spin) (kcal per mole) = 35.6

6.
The molecule C4H8OS2 in a non-equilibrium geometry, computed with the ωB97M-V functional and the def2-TZVPD basis.

The geometry in XYZ format:
```
15
Properties=species:S:1:pos:R:3:forces:R:3:nbo_charge:R:1
C -2.68280 -0.22717 -0.18205 -1.022 -2.390 -0.416 -0.63
C -1.11670 -0.15866 0.03011 -0.849 1.228 2.941 0.22
O -0.77484 0.02469 1.42693 -0.043 0.842 -0.398 -0.75
C -0.01109 -0.83029 -0.75421 -1.022 1.845 1.683 -0.42
S 1.36086 -1.58070 0.00959 1.078 0.240 2.747 0.02
C -0.25609 0.73932 -0.78078 0.715 -0.688 -1.259 -0.39
S 1.01593 1.80145 -0.03424 0.449 -2.287 -0.373 -0.07
H -3.35015 -0.80164 0.70138 2.390 1.317 -2.281 0.24
H -2.88369 -0.86924 -1.21567 0.283 1.944 2.583 0.21
H -3.13679 0.80508 -0.20808 0.679 -1.072 -0.325 0.23
H -0.27738 0.91477 1.52940 -1.026 -1.827 -0.454 0.48
H -0.29863 -1.40194 -1.57868 -0.389 -0.584 -1.395 0.24
H 1.32743 -1.17053 1.47869 -0.551 -0.688 -3.036 0.20
H -0.67765 1.06812 -1.72718 0.234 0.170 0.113 0.24
H 1.86708 0.58659 0.12052 -0.927 1.951 -0.129 0.16
```
Forces are in eV/Å.

Output
- SMILES = C[C@@]1(O)[C@H](S)[C@@H]1S
- F_max (eV/Å) = 3.56
- HOMO level (eV) = -9.1
- E_tot (eV) = -27992.9108
- spin multiplicity = 1
- total charge = 0
- energy relative to the best compared isomer or geometry (same formula, charge and spin) (kcal per mole) = 64.3